1.
7
Properties=species:S:1:pos:R:3:forces:R:3:mulliken_charge:R:1 method="wB97M-V/def2-TZVPD" total_charge=0 orbital_gap_ev="7.20 / 7.41" relative_energy_ev=3.275
P 1.035 0.196 -0.239 -1.6393 2.2364 -3.1443 0.261
N -0.922 -1.528 0.832 0.2122 0.6116 -1.8189 -0.369
H -1.392 0.836 -1.285 -1.6754 -0.0293 1.3518 0.285
N 0.110 -0.792 0.561 -2.8026 -0.6454 0.9160 0.604
O -0.632 0.832 -1.822 4.3907 -1.0454 1.1534 -0.682
N 0.195 -1.610 1.721 1.3676 -3.1442 0.6102 -0.342
H -0.161 -1.274 2.587 0.1468 2.0162 0.9318 0.242

2.
161
Properties=species:S:1:pos:R:3:forces:R:3:mulliken_charge:R:1 method="wB97M-V/def2-TZVPD" total_charge=0 orbital_gap_ev=8.93
H 0.328 -1.442 -3.356 -0.0742 0.1149 -0.3030 0.613
H -2.081 -2.068 -3.638 0.3399 0.0579 0.1587 0.739
H -4.889 -4.811 -7.175 0.0516 0.0106 0.0219 0.271
H -2.483 -2.850 -5.596 0.1657 -0.0813 0.0371 0.263
C 1.655 3.836 -4.396 0.3123 0.0829 -0.1965 0.376
O 1.782 0.740 -3.638 0.4365 -0.3010 0.4368 -0.701
C -2.136 -1.008 -3.897 -0.3136 0.4509 -0.3128 -0.148
C -3.193 -1.587 -7.172 -0.1775 -0.3778 0.2380 -1.087
C -1.917 -1.069 -1.432 -0.1348 0.5603 0.1005 -2.067
H -3.866 0.000 -4.767 -0.0417 0.0630 0.0459 0.411
C 2.888 3.519 -5.247 -0.2968 -0.2051 -0.0720 -1.537
H 3.788 3.419 -4.642 0.0482 0.1660 -0.0157 0.380
H -7.592 -4.093 -2.920 0.0022 -0.0223 0.0097 0.055
C 0.116 1.451 -1.930 0.5246 -0.9310 0.7287 0.733
H 0.493 2.561 -5.715 -0.0661 -0.0530 0.0304 0.367
H 0.947 3.188 3.457 0.0245 0.0993 0.0005 0.403
C -1.004 -2.583 4.113 -0.1282 0.0916 -0.9479 -1.594
H -0.154 0.372 0.030 -0.1677 -0.0246 -0.1315 -0.574
H 6.959 0.748 1.118 0.0228 -0.0620 0.0221 0.003
C -7.758 -6.452 -7.462 0.0340 -0.1046 -0.0376 -0.307
H -7.873 -1.381 -3.724 -0.0472 0.0192 0.0413 0.319
H 1.635 4.916 -4.219 -0.0678 -0.0273 0.2072 0.504
H -8.850 -2.945 -2.471 -0.0192 0.0107 0.0616 0.283
C -2.547 2.059 -2.021 -0.2186 -0.3525 0.8378 -0.766
C 6.312 1.419 4.253 0.1333 -0.0157 -0.0345 -0.225
H -4.180 -1.655 -4.255 0.0219 0.0146 -0.0673 0.203
H -6.537 -0.244 -3.716 0.0566 -0.0354 0.0213 0.267
O 5.111 1.633 4.970 -0.2171 0.0773 -0.0791 -0.329
H -7.341 -2.080 -0.621 -0.0221 0.0412 -0.0396 0.378
C -1.326 1.260 -2.526 -0.0258 0.7395 -1.4031 -0.058
O -6.326 -1.738 -2.400 0.1545 0.0076 0.0096 -0.243
C 7.190 1.092 -0.985 0.0654 -0.0970 -0.0406 -1.255
C 0.623 0.814 -0.587 0.2238 0.5512 0.7138 -0.564
H 1.354 2.819 -0.054 0.0018 -0.0129 -0.1383 0.786
H -5.186 -6.385 -6.440 -0.0228 -0.0105 0.0748 0.382
H -0.621 3.713 -3.174 -0.0827 -0.1912 0.1644 0.323
C -2.742 2.589 -0.810 0.1979 -0.1679 0.0603 0.034
O 4.057 2.618 10.423 0.1283 0.0011 -0.0911 -0.415
H 6.082 1.917 8.204 -0.0451 0.0197 0.0067 0.339
H 1.150 -1.600 2.742 0.3588 -0.5796 0.7281 0.289
C 5.142 1.345 6.357 0.0389 -0.0929 0.1115 -0.270
H 5.304 0.273 6.521 0.0429 0.0035 -0.0068 0.375
H 2.077 4.197 11.591 -0.0570 0.0034 -0.0404 0.287
C -8.004 -3.518 -2.089 0.0286 0.0392 -0.1297 -0.926
H 8.297 1.812 0.728 0.0110 0.0108 -0.0462 0.294
H 4.282 1.172 11.785 0.0375 0.0240 -0.0259 0.345
C -1.487 -0.094 4.368 0.3348 -0.1156 0.6713 -1.373
C 3.209 3.588 9.832 -0.0890 0.0198 -0.0289 -0.208
H 1.311 0.002 -0.816 -0.1972 -0.1182 -0.1601 1.306
H 4.138 1.568 6.718 -0.0219 0.0106 -0.0498 0.296
N -1.075 1.745 -3.915 0.0057 0.1878 0.4263 -0.208
H -6.704 -3.786 -5.851 -0.0931 0.0109 -0.0458 0.227
H 3.242 2.478 12.324 -0.0346 0.0148 -0.0206 0.306
H -1.002 0.808 4.740 -0.0573 0.0589 -0.0667 0.321
H 6.627 0.208 -1.286 -0.0234 0.0087 0.0041 0.324
H -2.871 -1.555 -1.650 -0.0471 0.0941 -0.0236 0.699
C -3.647 -0.738 -3.998 0.0547 -0.1360 0.1320 -2.224
H -8.556 0.791 -2.729 0.0149 0.0109 -0.0145 0.408
C 2.696 4.634 10.807 0.0364 -0.0375 0.0733 -1.230
H 0.499 2.465 -1.893 -0.3684 0.1615 -0.6461 1.477
C -1.815 2.467 0.358 -0.1127 0.3610 0.1418 -0.227
C -6.934 -2.626 -1.481 -0.0856 -0.0487 0.1013 -0.422
H -4.074 -0.400 -3.056 -0.0589 -0.0039 -0.0121 0.544
C 7.770 0.906 0.406 -0.0413 0.1311 0.0027 0.102
H 7.094 2.105 4.597 0.0021 -0.0219 0.0419 0.301
Br -4.263 3.635 -0.373 -0.1140 0.0575 0.0305 -0.199
H 7.179 1.966 6.821 -0.0039 -0.0701 0.0282 0.346
H -0.430 -1.058 -5.280 0.0536 0.2864 0.1814 0.628
C 6.154 2.159 7.143 0.0647 0.0830 -0.0585 -1.231
C 1.443 1.791 0.308 -0.3895 -0.1343 0.1695 -2.581
H 5.965 3.226 7.017 -0.0196 0.0034 0.0164 0.289
C 10.708 0.902 -0.080 -0.0756 0.0611 0.0733 -1.060
H 2.387 -0.092 4.457 -0.0302 -0.0439 0.0302 0.389
H 2.783 0.347 2.018 -0.1730 -0.1868 -0.0117 0.390
C -7.953 0.097 -2.143 0.0505 -0.0589 0.1265 -1.341
C -0.507 -1.169 3.973 0.2898 -0.1553 -0.3195 1.002
H -0.858 2.920 0.116 0.1892 -0.2286 0.0034 -0.064
C -1.508 -0.921 -5.295 -0.3224 -0.6281 -0.2834 -0.137
H -1.961 -3.621 0.428 -0.0721 0.0332 0.0356 0.498
H -3.171 -0.519 -7.389 0.1007 0.0101 -0.0133 0.320
C -1.590 -2.602 0.532 -0.0071 -0.5075 -0.4400 -1.453
H -0.256 -3.283 3.739 -0.0219 -0.0597 0.0379 0.344
Cl -0.825 -3.558 -1.897 0.1638 0.0252 -0.1408 -0.249
H -2.172 -0.448 5.140 -0.0606 0.0608 -0.0079 0.457
H -4.635 -5.047 -5.434 0.0169 0.0253 -0.0115 0.353
H 10.256 -1.195 -0.043 -0.0367 -0.0180 0.0302 0.342
C 6.812 -0.015 4.286 -0.0612 -0.0513 0.0631 -1.097
H 3.041 4.276 -6.017 0.0876 0.0163 0.0128 0.414
C 0.717 -0.921 3.476 -0.4143 0.4824 0.1749 -0.077
C 2.275 1.031 11.041 -0.0081 0.0536 -0.1087 -1.030
H -0.808 -2.635 1.286 -0.0767 0.1997 0.1631 0.237
H 6.520 1.952 -0.998 -0.0166 -0.0056 0.0156 0.395
H -2.435 -1.992 0.848 0.1494 0.1623 0.1670 0.360
H -2.142 -0.353 -0.636 0.0557 0.0164 0.0110 0.183
C -1.397 -0.314 -2.694 0.3642 -1.1574 0.0538 1.348
H 7.965 1.264 -1.733 -0.0002 0.0674 0.0121 0.324
H 9.460 -0.329 -1.343 -0.0118 0.0451 0.0005 0.317
C -1.015 -2.121 -0.816 -0.3176 -0.0912 0.7733 1.236
H -1.270 -2.459 -6.797 0.0586 -0.0058 0.0528 0.516
H 0.157 1.292 2.033 -0.1326 -0.0016 -0.3103 -0.403
H -8.478 -6.428 -8.281 -0.0031 0.0493 -0.0048 0.357
C -5.269 -5.309 -6.282 -0.0071 -0.0190 -0.1390 -1.081
C 3.487 1.845 11.463 -0.0464 -0.0507 0.0893 -0.327
H 2.736 2.564 -5.754 0.1056 -0.0549 0.0441 0.291
H -2.075 0.176 3.487 -0.0559 -0.0300 0.0293 0.122
C 2.176 1.011 2.639 -0.1819 0.4087 0.3424 -1.360
H -0.011 -1.760 -0.634 0.0524 0.0748 -0.3737 0.014
C 1.112 1.782 1.820 0.5945 0.0228 0.1831 2.484
H 2.530 0.368 10.214 0.0062 -0.0205 0.0114 0.258
H -2.208 3.023 1.205 -0.0232 -0.0272 0.0118 0.794
H -1.727 0.022 -5.795 0.1725 0.1430 0.1288 0.238
H 1.002 0.975 4.444 0.0301 0.0097 0.0185 0.157
H -1.934 -2.754 3.562 -0.1007 -0.0497 0.1750 0.297
H 6.050 -0.694 3.901 0.0060 0.0007 -0.0314 0.238
H -7.579 -7.424 -5.520 0.0334 -0.0477 -0.0305 0.256
H 11.584 0.784 -0.718 0.0111 -0.0237 0.0070 0.402
N 0.039 -0.595 -2.896 -0.0061 -0.0461 -0.0029 0.086
Br -3.939 2.412 -3.279 0.0660 -0.0300 -0.2269 -0.084
O -7.596 -5.101 -7.074 -0.0591 0.1180 -0.0552 -0.473
H 3.529 5.148 11.287 0.0036 0.0158 -0.0145 0.313
H -9.227 -6.993 -5.976 -0.0116 -0.0093 -0.0108 0.276
C -7.188 -0.833 -3.067 -0.0789 0.0134 -0.1162 -0.179
H 1.987 3.733 2.131 -0.0089 0.0396 0.0346 0.420
C -2.083 -2.036 -6.205 -0.0432 0.2266 -0.3171 -0.871
H 6.080 1.699 3.225 -0.0410 0.0261 0.0123 0.244
H -8.386 -4.212 -1.340 0.0306 -0.0067 0.0168 0.441
H 2.866 1.747 3.065 0.2047 -0.0797 -0.1795 0.310
H -1.713 3.647 -4.531 -0.0849 -0.0085 0.1468 0.490
H -7.068 -5.321 -5.084 0.0180 -0.0346 -0.0111 0.032
H -1.698 1.437 0.678 0.1407 -0.0859 -0.0507 -0.316
H 7.708 -0.113 3.671 -0.0189 0.0006 -0.0392 0.391
C -6.695 -4.865 -6.009 0.0668 -0.0163 0.1726 0.039
H 3.813 4.072 9.064 0.0687 -0.0507 0.0127 0.341
H 11.035 0.944 0.960 0.0214 -0.0133 -0.0002 0.288
H 10.248 1.861 -0.323 0.0149 -0.0096 -0.0628 0.262
H -4.167 -1.825 -6.740 -0.0998 0.2004 -0.0894 0.160
H 1.922 0.427 11.877 0.0216 -0.0165 0.0067 0.393
H -7.262 0.672 -1.524 0.0053 0.0241 -0.0217 0.301
H -8.420 -8.370 -6.746 -0.0130 0.0027 -0.0185 0.391
H -6.824 -6.847 -7.878 0.0165 -0.0066 0.0439 0.288
H -1.857 1.489 -4.498 -0.0287 -0.0834 0.0148 0.393
H 2.375 3.101 9.314 -0.0327 0.0079 0.0432 0.300
H -3.131 -2.130 -8.115 -0.0045 0.0536 -0.0330 0.353
H 1.762 3.355 -3.424 -0.0788 -0.1555 -0.0552 -0.304
C 1.565 0.269 3.830 0.0139 0.1285 -0.6457 -0.879
C -8.274 -7.361 -6.359 -0.0031 0.0796 0.0784 -1.023
H -6.115 -3.240 -1.103 0.0152 0.0011 -0.0126 0.337
C 1.058 3.213 2.370 -0.1629 -0.2632 0.0380 -2.013
C 0.343 3.436 -5.082 -0.0167 0.4776 0.4066 -1.150
H -1.176 -2.804 5.168 -0.0493 0.0357 0.0278 0.483
H 2.090 5.371 10.278 0.0142 0.0080 -0.0161 0.400
H 1.448 1.664 10.717 -0.0193 0.0061 0.0621 0.269
C -0.821 3.180 -4.105 0.0749 0.1183 -0.7060 -0.726
H -8.624 -0.447 -1.477 -0.0448 0.0016 -0.0478 0.344
H 0.224 3.784 1.962 -0.0142 0.0562 -0.0527 0.399
C 0.800 0.539 -2.965 -0.4037 0.4614 -0.1693 -1.662
H 2.494 1.511 0.223 0.0802 0.2644 -0.1835 0.501
C 9.753 -0.260 -0.289 0.0721 -0.0013 -0.0966 -0.330
H 7.065 -0.339 5.297 0.0547 0.0409 -0.0005 0.384
O 8.608 -0.227 0.543 -0.0434 -0.0951 0.1105 -0.423
H 0.047 4.279 -5.713 0.0353 -0.1703 -0.2473 0.524

3.
16
Properties=species:S:1:pos:R:3:forces:R:3:mulliken_charge:R:1 method="wB97M-V/def2-TZVPD" total_charge=0 smiles=CON(C)C(O)O orbital_gap_ev=10.16 relative_energy_ev=3.261
H 2.459 1.221 -1.343 -0.1072 0.0499 0.0984 0.333
C -0.668 -2.229 0.465 0.2710 -0.1074 -0.4556 -0.549
O -0.416 -0.902 0.862 -0.2377 1.7577 -0.3943 -0.255
H -1.408 -2.316 -0.336 0.0192 0.1825 0.0392 0.253
C 1.151 0.504 -0.120 0.7042 -1.3630 0.3921 0.144
H 1.705 -0.415 0.184 0.0497 0.7731 -0.3229 0.279
H -1.324 1.559 0.674 0.0026 0.0013 -0.0006 0.332
H -2.163 0.556 -0.526 -0.0335 0.1505 -0.0545 0.303
H 0.262 -2.710 0.144 -0.0749 -0.1062 -0.0710 0.222
N -0.190 0.021 -0.268 -0.4441 -1.3838 0.5063 0.024
H 0.886 2.223 0.733 0.0569 -0.0079 -0.0371 0.301
H -0.950 1.745 -1.070 -0.0782 -0.0021 -0.0476 0.320
C -1.218 1.039 -0.286 -0.0807 -0.2890 0.3402 -0.952
O 1.401 1.423 0.898 -0.1272 0.2395 0.2004 -0.501
O 1.517 1.015 -1.365 0.0394 0.0648 -0.1931 -0.509
H -1.045 -2.733 1.354 0.0407 0.0401 0.0003 0.257

4.
82
Properties=species:S:1:pos:R:3:forces:R:3:mulliken_charge:R:1 method="wB97M-V/def2-TZVPD" total_charge=+2 multiplicity=6 orbital_gap_ev="5.82 / 5.82" relative_energy_ev=1.920
H -4.180 -5.571 0.309 0.3857 0.2726 -0.1478 0.408
F -1.219 1.296 2.224 0.4934 0.1261 -0.2251 -0.395
H 1.831 2.540 0.058 -0.2691 0.2482 0.0034 0.641
H 4.897 1.242 -2.996 -0.4148 0.2622 -0.0545 0.451
H -0.615 5.005 2.655 0.0120 -0.3429 -0.4819 0.463
C 1.795 2.682 -2.969 0.5482 0.3077 -0.2949 0.476
H -3.172 -1.383 -5.273 0.0533 -0.1560 0.0096 0.526
C -2.463 1.963 -2.896 -0.1031 -0.1943 -0.1096 -0.243
H -0.638 0.581 -1.924 -1.6229 -1.0952 0.3037 0.039
F 0.429 -3.168 1.879 -0.0013 0.9624 0.3923 -0.350
C -3.466 2.077 -5.084 0.2970 0.0848 0.1082 -0.477
C 4.105 -4.022 -1.129 -0.2991 0.2060 0.0055 -0.677
C 0.211 -1.422 -5.566 0.1627 -0.0332 -0.2452 -0.891
H -2.244 -6.436 -1.018 0.0243 0.3583 0.0870 0.428
C -0.144 -0.838 1.977 -0.7255 0.7779 -0.5793 0.340
H 3.614 5.009 -4.664 -0.0713 -0.2023 0.2289 0.425
C -1.125 -1.307 -5.948 -0.3050 -0.0008 0.3475 -0.659
C 0.909 3.117 0.229 -0.6575 0.5284 0.3675 -0.596
C -2.415 -2.669 -0.072 0.3048 -0.3243 -0.4234 0.130
C -1.799 -1.764 -3.659 0.3868 0.2701 -0.0314 -0.730
H 4.324 -2.808 0.656 -0.1671 -0.1065 -0.2873 0.470
C -0.467 0.170 4.194 -0.2854 0.7063 -0.0800 -0.089
C 2.807 1.727 -2.728 -0.1986 0.2827 -0.2449 -0.210
Sm -0.248 0.668 -0.011 -0.7297 -1.3726 1.7619 0.628
C -0.464 4.506 1.689 -0.1773 0.0337 -0.2230 -0.541
C 0.560 -1.629 -4.232 -0.4759 -0.0366 0.5702 -0.472
C 4.398 3.141 -3.897 -0.5578 0.1361 0.1178 -0.514
C -1.386 4.682 0.650 0.0201 0.1794 0.3262 -0.798
C -0.061 3.270 -0.817 -0.0471 0.3627 0.6035 0.301
C -2.293 -5.376 -0.758 -0.0604 0.1551 0.1348 -0.638
F 0.505 -3.314 4.560 -0.2358 0.9687 -0.3038 -0.272
H 2.118 -1.742 0.429 0.0191 -0.2252 -0.1483 0.106
C 1.557 -2.846 -1.359 0.3494 0.0655 0.0703 0.675
C -0.451 -1.787 -3.250 0.1216 -0.3263 -0.8490 0.974
H 1.393 3.583 2.292 -0.2327 0.0384 -0.3393 0.507
H 1.309 -4.129 -3.101 0.3164 0.2068 0.2540 0.433
C -1.268 -4.513 -1.166 -0.2459 0.1144 0.0817 -0.478
H -2.554 1.674 -1.848 -0.0072 0.1730 -0.2768 0.436
P -0.053 -1.985 -1.470 0.1385 -0.2456 -0.0683 0.718
H -1.397 -1.103 -6.989 0.1730 -0.1442 0.4066 0.435
C -0.093 -1.027 4.788 0.0879 -0.3189 0.6763 0.580
H -2.267 5.300 0.830 0.2603 -0.1323 -0.1553 0.453
P 0.163 2.367 -2.352 2.0750 -0.5053 0.3249 1.514
C -2.289 2.647 -5.586 -0.0198 -0.0213 0.0445 -0.772
H -0.408 -4.906 -1.717 -0.3950 0.1052 0.1696 0.277
C -1.339 -3.146 -0.855 -0.3132 0.0977 0.4176 0.678
H 0.988 -1.391 -6.338 -0.2310 0.1200 0.3826 0.434
H -0.232 3.187 -5.182 -0.2538 -0.1057 0.0027 0.453
C -2.130 -1.475 -4.987 0.4784 0.0348 0.0581 -0.613
H 1.609 -1.723 -3.940 -0.3217 0.0944 -0.1800 0.506
C 4.101 1.973 -3.177 0.3876 0.1203 -0.2128 -0.830
H 1.315 4.652 -3.755 0.3774 -0.2563 0.0216 0.531
H -2.247 2.951 -6.630 0.0794 -0.1154 0.2279 0.445
C 0.180 -2.032 2.586 0.0938 -0.2008 0.6506 -0.158
H -2.588 -1.968 -2.935 0.1362 0.1079 -0.1495 0.409
H -4.460 1.294 -3.324 0.2911 0.2094 -0.1554 0.432
C -3.551 1.740 -3.733 0.0385 0.0888 0.1373 -0.929
C 1.974 -3.812 -2.290 0.2306 -0.0483 0.1782 0.026
F -0.068 -1.136 6.131 0.0544 0.0996 -1.2081 -0.260
C 0.668 3.713 1.483 0.5860 -0.1919 -0.5646 -0.598
C -1.200 4.083 -0.594 0.2715 -0.5169 -0.0190 -0.311
H -2.473 -1.614 0.224 0.0564 -0.3485 -0.1072 0.055
C 2.427 -2.490 -0.305 -0.1708 -0.0128 -0.4041 -0.264
C 3.253 -4.376 -2.182 -0.0390 0.0845 0.1037 -0.911
H 3.593 -5.092 -2.933 -0.1738 0.1729 0.2721 0.440
C -3.378 -4.896 -0.010 0.3410 0.2523 -0.1353 -0.608
C -1.168 2.808 -4.773 0.0199 -0.0921 0.1177 -0.585
H -4.313 1.881 -5.743 0.2765 0.1598 0.1683 0.463
C 3.387 4.102 -4.103 0.2337 -0.2497 0.0671 -0.781
F -0.765 1.264 4.914 0.0031 -0.6057 -0.1182 -0.301
H 0.528 0.573 -1.889 -0.2034 1.7590 -1.3237 -0.054
C 3.679 -3.084 -0.181 0.0103 -0.1139 -0.1618 -0.890
C 0.205 -2.133 3.982 0.1781 -0.8307 0.0783 -0.045
C -3.423 -3.540 0.341 -0.0723 -0.0360 -0.0245 -0.770
C -0.544 0.197 2.810 0.3580 -1.3718 0.6411 0.602
H -4.253 -3.152 0.937 0.2989 -0.1897 -0.2011 0.423
H 5.102 -4.463 -1.042 -0.4041 0.1084 -0.0842 0.417
C -1.245 2.462 -3.409 -0.4840 -0.3710 -0.3251 0.604
H -1.916 4.239 -1.405 0.1755 -0.0728 0.3408 0.513
H 5.410 3.308 -4.299 -0.6287 -0.0973 0.2895 0.414
C 2.095 3.896 -3.609 0.2617 -0.1288 -0.3674 -0.340
H 2.570 0.792 -2.208 0.1337 0.2978 -0.2401 0.372